Record 1
The following is a DFT calculation (wB97M-V/def2-TZVPD) of one molecule with the formula C5H8O.

Last column: Mulliken charge in e.
Element x y z (Å)
O: 1.627216 -1.580987 0.443239  -0.549
C: 0.814945 -0.660384 -0.257576  0.013
C: -0.703379 -0.846736 -0.061377  -0.602
C: -1.293331 0.559033 -0.275652  -0.592
C: -0.140463 1.456350 0.115178  -0.305
C: 1.012608 0.790820 0.124213  -0.552
H: 1.616391 -1.325868 1.373756  0.339
H: 1.081323 -0.809483 -1.312391  0.296
H: -1.129475 -1.610652 -0.718026  0.283
H: -0.873499 -1.161640 0.976480  0.252
H: -1.543248 0.717675 -1.334191  0.244
H: -2.208007 0.744234 0.297310  0.349
H: -0.257572 2.519580 0.307353  0.399
H: 1.996491 1.208055 0.321685  0.425

Cartesian forces (eV/Å) of the 2 atoms listed first:
O 0.0374 0.0237 0.2509
C -0.1792 0.1693 -0.2261

Computed properties:
Energy   -270.5306 hartree
SMILES   O[C@@H]1C=CCC1
Energy relative to the best compared isomer or geometry (same formula, charge and spin)   0.744 eV

=====

Record 2
The following is a DFT calculation (wB97M-V/def2-TZVPD) of a 2-piece molecular cluster, C3H8NO2P overall.

Last column: Mulliken charge in e.
Element x y z (Å)
C: -0.124001 2.714565 -0.046129  -0.652
C: 0.097517 -0.619558 -1.039095  0.016
C: -0.598505 1.986527 0.979292  -0.471
N: -1.252107 -0.743609 -0.637769  -0.433
O: 0.997162 -1.390625 -0.410019  -0.141
O: 2.174255 -3.165320 1.031577  -0.473
P: 0.711900 -2.507310 0.755086  -0.125
H: 0.835729 2.861366 -0.167395  0.373
H: 0.300278 0.299125 -1.667168  0.393
H: -0.057915 1.402338 1.577819  0.326
H: -1.676900 1.948631 1.294857  0.185
H: -1.442855 -1.246183 0.222480  0.230
H: -1.794440 -1.050349 -1.413003  0.206
H: -0.704441 3.255552 -0.789125  0.241
H: 2.534323 -3.745149 0.308591  0.326

Cartesian forces (eV/Å) of the 2 atoms listed first:
C -4.8022 -0.9086 1.4182
C -0.0058 -0.8811 1.7736

Computed properties:
Energy   -665.5610 hartree
Energy relative to the best compared isomer or geometry (same formula, charge and spin)   4.243 eV

=====

Record 3
The following is a DFT calculation (wB97M-V/def2-TZVPD) of C25H30ILaN9O3 as an isolated structure.

Last column: Mulliken charge in e.
Element x y z (Å)
La: 5.485239 -0.752876 19.983449  1.626
C: 6.914851 -0.823318 15.384565  -1.402
C: 6.581555 -1.300896 16.733202  0.478
N: 5.701577 -0.663364 17.479494  0.301
N: 5.027765 0.407703 16.932750  -0.654
C: 4.089020 0.878307 17.710382  0.410
O: 3.855153 0.521252 18.941345  -0.739
C: 3.279724 1.976768 17.177572  0.363
C: 2.369427 2.638648 17.990714  -0.219
C: 1.605543 3.688735 17.488995  -0.710
C: 1.764746 4.118168 16.159907  -0.277
C: 2.695091 3.510941 15.353968  -0.801
C: 3.460790 2.456326 15.872602  -0.134
C: 7.154874 -2.517008 17.401690  0.514
C: 7.994068 -3.356425 16.703175  -0.594
C: 8.531493 -4.526915 17.244891  -0.527
C: 8.218581 -4.827118 18.548384  -0.970
C: 7.417789 -3.920159 19.263793  0.189
N: 6.930899 -2.818261 18.721890  0.127
H: 7.489465 0.104453 15.504111  0.300
H: 5.970286 -0.487232 14.928167  0.330
H: 7.415667 -1.501814 14.701441  0.431
H: 2.250932 2.386144 19.048782  0.377
H: 0.867370 4.208570 18.067112  0.428
H: 1.207739 4.986928 15.734259  0.322
H: 2.944587 3.799745 14.361124  0.424
H: 4.230653 1.966721 15.282633  0.385
H: 8.119650 -3.124612 15.663994  0.249
H: 9.211117 -5.152957 16.672449  0.436
H: 8.569454 -5.705529 19.069089  0.432
H: 7.147352 -4.046506 20.315401  0.308
C: 8.461268 2.745595 20.945457  -0.783
O: 7.228857 2.058948 21.295635  -0.354
C: 6.911239 0.972161 20.750744  0.306
O: 7.560596 0.477263 19.754081  -0.691
H: 8.185669 3.317030 20.066924  0.326
H: 9.218229 1.993776 20.703845  0.308
H: 8.670925 3.378428 21.781470  0.267
I: 0.998323 0.028032 24.984846  0.162
C: 2.387134 0.383572 23.488927  -0.609
C: 3.236157 1.464353 23.488860  -0.359
N: 4.078823 1.313173 22.435312  -0.056
N: 3.857493 0.154862 21.819617  0.570
C: 2.856604 -0.455745 22.443900  -0.587
H: 3.247262 2.289069 24.155446  0.487
H: 4.767294 1.948662 22.078315  0.053
H: 2.450421 -1.390120 22.071684  0.494
C: 6.219261 -0.794571 23.758127  -0.684
N: 6.859163 -1.209866 25.017620  0.094
C: 6.365761 -2.541683 25.371513  -0.753
N: 6.699681 -3.502730 24.340516  0.072
C: 5.994144 -3.116779 23.144313  -0.961
N: 6.489659 -1.781739 22.654999  0.827
C: 7.956605 -1.828547 22.465182  -0.813
N: 8.643187 -2.200490 23.726389  0.121
C: 8.305685 -1.306851 24.798943  -0.758
C: 8.166137 -3.506002 24.113065  -0.722
H: 6.647060 0.180715 23.439082  0.096
H: 5.146016 -0.770071 24.009446  0.245
H: 5.263803 -2.501837 25.500523  0.351
H: 6.821853 -2.814698 26.302404  0.363
H: 4.927003 -2.997044 23.354912  0.409
H: 6.204941 -3.851967 22.384166  0.289
H: 8.217234 -0.792072 22.165854  0.282
H: 8.190801 -2.517465 21.652705  0.212
H: 8.683589 -0.291615 24.582149  0.323
H: 8.751886 -1.651327 25.718873  0.397
H: 8.656081 -3.801713 25.028313  0.362
H: 8.370696 -4.250969 23.294378  0.307

Cartesian forces (eV/Å) of the 2 atoms listed first:
La -0.2100 -1.9476 0.2771
C -0.4390 0.6978 -0.6406

Computed properties:
Net charge   +1
Energy   -2018.3024 hartree
Energy relative to the best compared isomer or geometry (same formula, charge and spin)   0.000 eV

=====

Record 4
The following is a DFT calculation (wB97M-V/def2-TZVPD) of C38H56O2SeSi2W as an isolated structure.

Last column: Mulliken charge in e.
Element x y z (Å)
W: -1.089821 0.102945 -1.505998  0.554
C: 1.102495 5.796839 3.658846  -2.092
C: 1.788500 4.532088 3.144705  1.841
C: 3.042968 4.939944 2.358618  -1.635
C: 2.195324 3.669425 4.348963  -1.585
C: 0.871403 3.702374 2.248644  -0.710
C: 1.375974 2.563220 1.618618  -0.381
C: 0.528167 1.791613 0.852116  -0.466
Se: 1.234070 0.405818 -0.280536  0.074
C: 1.078972 -1.277392 0.618619  0.521
C: 2.135137 -1.796110 1.337645  -0.639
C: 2.042973 -3.095372 1.840066  -0.549
C: 0.885064 -3.816752 1.572816  0.074
C: -0.203918 -3.336411 0.832412  -0.482
C: -0.054892 -2.040314 0.358672  0.669
O: -0.996174 -1.402049 -0.435744  -0.059
C: -1.495999 -4.143188 0.666762  1.928
C: -1.394006 -5.510060 1.345945  -2.355
C: -2.644872 -3.368991 1.330308  -1.437
C: -1.806875 -4.387494 -0.815794  -1.376
C: 3.196021 -3.658857 2.668068  1.783
C: 4.495008 -3.577503 1.853290  -1.618
C: 3.335492 -2.816342 3.945121  -1.567
C: 2.960605 -5.114964 3.067601  -2.121
C: -0.807520 2.145155 0.667830  1.372
O: -1.536742 1.302690 -0.152337  -0.620
C: -1.349170 3.289914 1.236012  -1.151
C: -0.462167 4.033164 2.025368  0.323
C: -2.805014 3.708149 1.018933  2.047
C: -3.744827 2.603740 1.524792  -1.508
C: -3.145343 4.993602 1.775887  -2.318
C: -3.043610 3.966320 -0.477336  -1.302
H: 1.802223 6.355643 4.279854  0.442
H: 0.232967 5.568335 4.278006  0.396
H: 0.789444 6.454372 2.845267  0.425
H: 3.668201 5.587548 2.973687  0.470
H: 2.782543 5.487056 1.450952  0.361
H: 3.651150 4.078656 2.077704  0.322
H: 2.882796 4.224743 4.988221  0.450
H: 2.700338 2.752745 4.038649  0.345
H: 1.325687 3.391972 4.946901  0.368
H: 2.417444 2.290320 1.730686  0.605
H: 3.024074 -1.204331 1.514321  0.570
H: 0.811983 -4.819507 1.961180  0.688
H: -1.245600 -5.422948 2.423081  0.447
H: -0.589382 -6.118147 0.929227  0.449
H: -2.327150 -6.051041 1.188664  0.451
H: -2.449315 -3.219192 2.392893  0.368
H: -3.572381 -3.935452 1.235620  0.459
H: -2.803580 -2.391242 0.874202  0.113
H: -1.001083 -4.945553 -1.295242  0.332
H: -1.962099 -3.459600 -1.366423  -0.007
H: -2.718268 -4.980788 -0.901150  0.593
H: 4.787981 -2.546858 1.646523  0.324
H: 4.400168 -4.104951 0.902454  0.356
H: 5.309613 -4.037360 2.413236  0.470
H: 3.501440 -1.761176 3.720641  0.344
H: 4.187385 -3.167094 4.528729  0.459
H: 2.442342 -2.894652 4.567079  0.364
H: 2.858035 -5.768381 2.198772  0.433
H: 2.076052 -5.228344 3.697144  0.409
H: 3.814239 -5.469905 3.644518  0.438
H: -0.841880 4.930966 2.484023  0.767
H: -3.603776 2.435325 2.593314  0.372
H: -3.591064 1.655747 1.009960  0.157
H: -4.781288 2.906709 1.369568  0.464
H: -2.989330 4.890061 2.850258  0.463
H: -4.199497 5.223592 1.620909  0.451
H: -2.568510 5.848645 1.419334  0.416
H: -2.960609 3.049563 -1.064956  0.012
H: -2.332615 4.695492 -0.869807  0.318
H: -4.047863 4.365053 -0.627223  0.533
C: 2.347324 -0.186794 -3.318407  -1.334
Si: 0.639130 -0.941824 -3.231673  0.349
C: 0.737068 -2.776472 -2.882964  -1.038
C: -0.212156 -0.737973 -4.931866  0.707
C: 0.584877 -0.962083 -6.052150  -0.875
C: 0.054096 -0.913825 -7.336976  -0.699
C: -1.290982 -0.634519 -7.550806  -0.794
C: -2.104386 -0.402472 -6.461385  -0.556
C: -1.575639 -0.452456 -5.157245  0.673
Si: -2.551971 -0.019472 -3.708874  0.567
C: -0.357043 1.835564 -2.555626  -1.988
C: -4.232150 0.726944 -3.881519  -1.250
H: 2.868802 -0.577641 -4.194950  0.504
H: 2.941543 -0.486742 -2.453388  0.378
H: 2.359504 0.900378 -3.380336  0.398
H: 1.531952 -3.167818 -3.527392  0.543
H: -0.182158 -3.302671 -3.135401  0.300
H: 1.003199 -3.014037 -1.853024  0.299
H: 1.639393 -1.186334 -5.950104  0.295
H: 0.702060 -1.096198 -8.184894  0.437
H: -1.688602 -0.598181 -8.555253  0.442
H: -3.153889 -0.180614 -6.619027  0.375
H: -1.311988 2.291016 -2.883276  0.681
H: 0.288808 1.726622 -3.421224  0.393
H: 0.082804 2.558753 -1.863778  0.518
H: -4.075387 1.763964 -4.205679  0.407
H: -4.806875 0.738324 -2.957735  0.439
H: -4.805373 0.225341 -4.664734  0.415

Cartesian forces (eV/Å) of the 2 atoms listed first:
W -0.7372 -0.3457 0.9908
C -0.0218 0.0264 0.0141

Computed properties:
Net charge   +2
Energy   -4679.0408 hartree

=====

Number 1: gap between HOMO and LUMO 0.3872 Eh. Number 2: gap between HOMO and LUMO 0.2396 Eh. Number 3: gap between HOMO and LUMO 0.2729 Eh. Number 4: gap between HOMO and LUMO 0.2137 Eh.